[1]
The following is a quantum chemistry calculation of a structure of composition C22H40Cl2LuN5O3 in a non-equilibrium geometry, from OMol25.

Results
Kohn-Sham gap: 4.79 eV
HOMO level: -4.75 eV

Each line ends with the Mulliken charge.
Positions of all 73 atoms, in Å:
O1 -2.827 -0.661 -0.315  -0.66
C1 -3.348 -1.627 -0.924  -0.05
C2 -4.760 -1.696 -1.286  0.35
C3 -5.705 -0.750 -0.839  -0.32
H1 -5.381 0.031 -0.153  0.45
C4 -7.021 -0.824 -1.300  -0.52
H2 -7.755 -0.097 -0.967  0.37
C5 -7.410 -1.836 -2.191  -0.36
H3 -8.439 -1.894 -2.560  0.36
C6 -6.471 -2.792 -2.617  -0.57
H4 -6.776 -3.591 -3.301  0.35
C7 -5.157 -2.720 -2.172  -0.42
H5 -4.405 -3.433 -2.503  0.41
H6 -2.707 -2.430 -1.317  0.51
C8 -1.512 -3.738 0.886  -1.23
C9 -0.392 -2.907 0.474  0.76
H7 -1.189 -4.728 1.246  0.43
H8 -2.214 -3.886 0.061  0.17
H9 -2.074 -3.236 1.690  0.19
C10 0.909 -3.089 0.519  -0.29
C11 1.632 -4.103 1.403  -1.31
H10 1.607 -2.471 -0.059  0.11
H11 1.027 -5.008 1.570  0.38
H12 1.881 -3.678 2.390  0.14
H13 2.574 -4.388 0.917  0.35
Lu1 -0.707 -0.221 0.197  0.89
Cl1 -1.918 -0.365 2.379  -0.59
Cl2 -0.717 -1.027 -2.277  -0.52
C12 1.308 -0.323 2.843  -0.24
O2 1.091 -0.136 1.613  -0.05
N1 2.458 -0.023 3.438  0.36
C13 3.578 0.519 2.679  -0.92
C14 2.627 -0.128 4.877  -0.90
H14 0.517 -0.740 3.473  0.36
H15 3.365 0.462 1.610  0.13
H16 4.483 -0.046 2.916  0.37
H17 3.766 1.560 2.964  0.32
H18 1.725 -0.553 5.322  0.30
H19 2.813 0.855 5.324  0.31
H20 3.482 -0.766 5.121  0.32
H21 4.984 -0.593 -2.292  0.34
H22 3.561 -0.364 -4.752  0.33
C15 4.080 -1.152 -2.008  -0.83
C16 2.856 -0.980 -4.177  -0.94
N2 2.923 -0.667 -2.752  0.14
H23 3.891 -1.031 -0.938  0.12
C17 1.940 0.024 -2.168  -0.39
O3 1.774 0.171 -0.933  -0.44
H24 1.839 -0.780 -4.528  0.30
H25 1.220 0.424 -2.900  0.48
H26 4.242 -2.210 -2.250  0.34
H27 3.100 -2.037 -4.338  0.34
C18 -0.495 2.805 2.341  -1.13
N3 0.416 3.225 1.288  0.35
C19 1.691 3.771 1.721  -1.18
C20 0.129 2.986 -0.025  0.62
N4 -0.714 1.998 -0.332  -0.64
N5 0.748 3.767 -0.965  0.26
C21 1.051 5.168 -0.689  -1.28
C22 0.647 3.428 -2.375  -0.98
H28 -0.596 3.606 3.086  0.36
H29 -0.133 1.902 2.852  0.24
H30 -1.481 2.568 1.926  0.42
H31 2.422 3.708 0.905  0.38
H32 1.580 4.822 2.036  0.29
H33 2.079 3.200 2.578  0.32
H34 -1.045 2.073 -1.302  0.31
H35 0.783 5.765 -1.571  0.48
H36 0.494 5.538 0.177  0.38
H37 2.125 5.304 -0.519  0.33
H38 0.822 2.359 -2.515  0.06
H39 -0.328 3.704 -2.810  0.38
H40 1.435 3.981 -2.901  0.48

[2]
The following is a quantum chemistry calculation of the molecule C5H10N2O2S in a non-equilibrium geometry, from OMol25.

Results
Kohn-Sham gap: 8.95 eV
energy relative to the best compared isomer or geometry (same formula, charge and spin): 367.1 kJ/mol
HOMO level: -8.35 eV

Each line ends with the natural charge from an NBO analysis.
Positions of all 20 atoms, in Å:
C1 -1.358 -1.545 -0.508  -1.09
S1 -1.933 -0.099 0.007  2.07
N1 -3.372 0.645 -0.572  -1.03
O1 -2.023 0.054 1.425  -0.93
N2 -0.921 1.089 -0.652  -0.72
C2 0.294 0.958 -0.405  0.61
O2 1.427 1.720 -0.690  -0.45
C3 1.553 0.539 0.144  0.16
C4 2.149 -0.668 -0.603  -0.61
C5 1.880 0.734 1.558  -0.65
H1 -1.187 -1.519 -1.536  0.22
H2 -1.844 -2.383 -0.002  0.25
H3 -3.371 0.703 -1.619  0.39
H4 -4.192 0.102 -0.262  0.39
H5 3.177 -0.463 -0.626  0.21
H6 1.637 -0.701 -1.630  0.22
H7 1.960 -1.561 -0.048  0.23
H8 3.077 0.816 1.742  0.22
H9 1.603 -0.108 2.319  0.26
H10 1.443 1.689 1.957  0.24

[3]
The following is a quantum chemistry calculation of a cluster of 2 separate species, C5H11NP in total in a non-equilibrium geometry, from OMol25.

Results
Kohn-Sham gap: 8.77 eV
net charge: +1
energy relative to the best compared isomer or geometry (same formula, charge and spin): 297.7 kJ/mol
HOMO level: -12.68 eV

Each line ends with the natural charge from an NBO analysis.
Positions of all 18 atoms, in Å:
C1 3.483 0.378 -0.151  -0.27
C2 2.332 0.286 0.412  -0.29
C3 1.041 0.206 -0.261  -0.07
C4 -0.118 -0.061 0.392  -0.38
C5 -1.393 -0.071 -0.274  -0.27
N1 -2.263 -1.413 -0.196  -0.75
P1 -2.519 1.412 0.077  0.35
H1 4.484 0.488 0.317  0.22
H2 3.734 0.350 -1.260  0.20
H3 2.314 0.286 1.433  0.21
H4 0.977 0.102 -1.348  0.21
H5 -0.156 0.059 1.445  0.23
H6 -0.851 -0.064 -1.725  0.24
H7 -1.496 -2.101 -0.132  0.45
H8 -2.894 -1.478 0.643  0.44
H9 -2.858 -1.812 -0.934  0.46
H10 -2.413 1.170 1.559  -0.01
H11 -1.403 2.264 0.003  0.02